No. 1
Computed, not measured: C21H20F10N4O3PTi as an isolated structure, with ωB97M-V with the def2-TZVPD basis set.

Cartesian coordinates (Å):
Ti -0.148 -0.500 0.105
C -1.030 -1.183 2.978
N -0.039 -0.378 2.281
C 1.293 -0.928 2.492
C 2.300 -0.373 1.483
N 1.800 -0.633 0.160
C 2.619 -1.008 -0.806
C 2.076 -1.537 -2.016
F 0.716 -1.626 -2.097
C 2.815 -1.976 -3.085
F 2.193 -2.462 -4.178
C 4.207 -1.937 -3.039
F 4.954 -2.395 -4.072
C 4.798 -1.420 -1.891
F 6.144 -1.344 -1.811
C 4.048 -0.974 -0.826
F 4.759 -0.461 0.223
C -0.138 1.013 2.721
C -1.028 1.769 1.732
N -0.518 1.551 0.406
C 0.234 2.442 -0.209
C 0.713 2.099 -1.512
F 0.384 0.830 -1.918
C 1.434 2.911 -2.350
F 1.812 2.469 -3.568
C 1.772 4.200 -1.934
F 2.451 5.045 -2.747
C 1.384 4.586 -0.654
F 1.737 5.809 -0.201
C 0.650 3.758 0.173
F 0.372 4.260 1.414
H -0.789 -1.263 4.050
H -1.070 -2.177 2.532
H -2.018 -0.731 2.877
H 1.231 -2.010 2.326
H 1.645 -0.742 3.522
H 3.250 -0.885 1.680
H 2.466 0.707 1.638
H 0.851 1.481 2.729
H -0.551 1.079 3.738
H -1.096 2.822 2.024
H -2.040 1.345 1.784
C -4.514 1.237 0.411
O -4.065 -0.012 0.881
P -2.701 -0.751 0.299
O -3.053 -2.183 0.956
C -3.914 -3.134 0.354
O -3.226 -0.889 -1.240
C -2.235 -0.946 -2.254
H -5.602 1.239 0.495
H -4.224 1.389 -0.629
H -4.115 2.053 1.019
H -3.322 -4.023 0.130
H -4.364 -2.747 -0.562
H -4.702 -3.389 1.064
H -2.464 -0.189 -3.005
H -2.221 -1.938 -2.707
H -1.259 -0.746 -1.793
N -0.330 -3.683 0.212
C -0.331 -2.525 0.220

Atoms 1-6, force components in eV/Å:
-1.33 1.30 -0.32
-0.20 -0.41 0.29
0.18 0.00 0.67
0.68 -0.18 0.09
0.32 -0.14 0.69
1.21 0.33 0.28

- <S²> = 2.0062
- energy above the lowest of the compared OMol25 structures with the same formula, charge and spin (eV) = 1.5578
- total charge = -1
- multiplicity = 3
- lowest unoccupied orbital energy (spin up / spin down) (eV) = 2.59 / 2.58

No. 2
Computed, not measured: C18H56F6N12O16SY as an isolated structure, with ωB97M-V with the def2-TZVPD basis set.

Cartesian coordinates (Å):
Y 1.117 -1.518 4.771
C 0.294 2.816 6.663
F -0.149 4.005 6.638
F 1.465 2.791 7.361
F -0.675 2.019 7.221
S 0.588 2.162 4.864
O 0.975 0.729 5.008
O -0.669 2.422 4.196
O 1.665 3.023 4.393
C 1.480 -0.269 1.258
O 0.070 -0.362 1.182
O 1.757 -0.602 2.649
C 2.113 -0.979 0.055
F 1.656 -2.259 -0.299
F 1.919 -0.307 -1.038
F 3.449 -1.076 0.039
C -0.632 0.504 0.312
C -2.061 0.176 0.467
H -2.258 -0.782 -0.013
H -2.325 0.051 1.518
H -2.813 0.738 -0.087
H -0.472 0.554 -0.765
H -0.542 1.469 0.810
H 1.807 0.746 1.032
C 7.520 -3.433 0.266
C 6.428 -2.480 -0.383
C 6.420 -2.388 -1.865
O 7.738 -2.105 -2.289
C 7.516 -1.278 -3.501
N 5.131 -2.983 0.176
H 7.652 -3.206 1.324
H 8.367 -3.297 -0.406
H 7.269 -4.480 0.436
H 6.679 -1.501 0.024
H 5.613 -1.666 -1.989
H 6.133 -3.280 -2.423
H 7.242 -0.251 -3.257
H 6.742 -1.757 -4.100
H 8.420 -1.223 -4.108
H 4.504 -2.239 -0.095
H 5.131 -2.908 1.183
C -6.828 -1.292 -4.131
C -5.633 -2.166 -3.611
C -5.627 -2.386 -2.059
O -5.252 -1.208 -1.349
C -5.703 -1.312 0.029
N -5.523 -3.422 -4.320
H -6.968 -0.315 -3.667
H -7.728 -1.885 -3.968
H -6.645 -1.225 -5.203
H -4.811 -1.464 -3.749
H -4.832 -3.058 -1.736
H -6.514 -2.937 -1.748
H -6.599 -1.895 0.243
H -6.027 -0.311 0.313
H -4.904 -1.660 0.683
H -4.827 -3.901 -3.768
H -4.955 -3.184 -5.121
O -0.890 -0.948 3.791
H -1.001 -1.017 2.843
H -1.620 -0.401 4.079
O -5.112 1.545 -1.587
H -4.687 1.963 -0.838
H -5.368 0.680 -1.266
O -1.249 0.178 -3.522
H -1.569 -0.555 -2.996
H -2.035 0.540 -3.932
O 0.356 -3.819 -2.254
H 0.977 -3.696 -2.972
H 0.730 -3.322 -1.526
C -3.689 3.225 1.422
O -4.501 2.549 0.843
N -3.358 2.983 2.566
N -3.043 4.226 0.910
H -3.713 2.131 2.975
H -2.575 3.495 2.946
H -3.051 4.449 -0.075
H -2.435 4.715 1.551
C 2.062 3.306 -1.207
O 1.208 3.999 -0.641
N 3.269 3.019 -0.785
N 1.882 2.776 -2.336
H 3.496 3.112 0.194
H 3.930 2.437 -1.281
H 2.405 1.957 -2.609
H 0.957 2.914 -2.716
C 1.489 0.063 -5.295
O 2.520 0.154 -5.956
N 0.301 0.314 -5.836
N 1.485 -0.225 -4.074
H -0.501 0.464 -5.240
H 0.160 0.589 -6.798
H 0.649 -0.154 -3.513
H 2.404 -0.119 -3.668
C -4.198 -0.635 4.157
O -3.322 0.233 4.168
N -5.483 -0.530 4.675
N -4.002 -1.828 3.645
H -5.754 0.393 4.984
H -6.220 -1.085 4.263
H -4.872 -2.320 3.786
H -3.065 -2.190 3.752
C 4.683 2.654 2.383
O 5.437 2.367 1.490
N 3.788 1.825 2.882
N 4.401 3.860 2.681
H 3.889 0.871 2.564
H 3.195 2.272 3.566
H 3.665 4.076 3.338
H 5.083 4.553 2.409

Atoms 1-6, force components in eV/Å:
0.16 3.07 -3.31
0.79 -3.07 -0.78
-0.61 2.09 -0.16
-1.31 -0.40 -0.33
1.26 0.41 0.05
-0.14 2.64 -0.10

- <S²> = 0.7504
- total charge = 0
- multiplicity = 2
- lowest unoccupied orbital energy (spin up / spin down) (eV) = -1.38 / -1.69

No. 3
Computed, not measured: an isolated molecule of C2H4N4, with ωB97M-V with the def2-TZVPD basis set.

Cartesian coordinates (Å):
N 1.569 0.038 -0.026
C 0.183 -0.007 0.013
C -0.628 -0.851 -0.686
N -1.920 -0.671 -0.250
N -1.934 0.241 0.667
N -0.650 0.663 0.837
H 1.994 0.891 0.272
H 1.981 -0.205 -0.916
H -0.151 -1.463 -1.441
H -0.443 1.364 1.529

Atoms 1-6, force components in eV/Å:
0.23 0.25 0.12
-0.01 -0.09 0.02
0.29 0.44 0.22
0.53 0.09 -0.19
0.18 -0.34 -0.37
0.26 -0.07 0.00

- energy above the lowest of the compared OMol25 structures with the same formula, charge and spin (eV) = 1.2911
- total charge = 0
- multiplicity = 1
- lowest unoccupied orbital energy (eV) = 0.63

No. 4
Computed, not measured: a 18-piece molecular cluster, C20H81N5O18 overall, with ωB97M-V with the def2-TZVPD basis set.

Cartesian coordinates (Å):
C -0.383 -1.791 -1.371
C -0.329 -0.233 -1.295
C 0.054 0.230 0.034
O -0.867 0.030 1.103
C -1.957 0.967 1.138
N 0.587 0.206 -2.304
H -1.230 -2.239 -0.851
H 0.515 -2.374 -1.163
H -0.540 -2.049 -2.418
H -1.335 0.137 -1.495
H 0.273 1.288 -0.107
H 0.961 -0.248 0.404
H -1.582 1.983 1.262
H -2.431 0.684 2.078
H -2.582 0.867 0.250
H 0.276 -0.154 -3.195
H 0.203 1.130 -2.444
C -0.789 6.116 -0.883
C 0.212 5.367 -0.019
C 0.272 6.075 1.384
O 0.855 7.327 1.285
C 1.066 7.949 2.537
N -0.340 4.064 0.144
H -1.694 6.471 -0.389
H -1.273 5.557 -1.684
H -0.265 6.952 -1.347
H 1.201 5.232 -0.458
H 0.879 5.382 1.967
H -0.751 6.252 1.716
H 1.625 8.876 2.412
H 1.562 7.177 3.125
H 0.077 8.249 2.883
H -1.319 4.304 0.210
H -0.267 3.808 -0.830
C 5.565 4.974 0.997
C 5.472 3.514 1.495
C 5.125 2.457 0.388
O 3.858 2.905 -0.118
C 2.762 2.340 0.728
N 6.690 3.120 2.213
H 6.418 5.075 0.326
H 5.868 5.563 1.863
H 4.649 5.417 0.605
H 4.732 3.525 2.296
H 5.179 1.470 0.848
H 5.696 2.447 -0.541
H 1.824 2.673 0.285
H 2.885 2.720 1.743
H 2.613 1.260 0.758
H 6.401 2.229 2.589
H 6.654 3.775 2.982
C -0.746 -7.561 0.617
C 0.401 -7.048 -0.227
C 1.130 -5.806 0.415
O 2.000 -5.227 -0.567
C 2.915 -4.304 -0.015
N 1.385 -8.017 -0.463
H -0.957 -6.915 1.470
H -0.644 -8.590 0.961
H -1.627 -7.424 -0.010
H 0.027 -6.895 -1.239
H 1.770 -6.071 1.256
H 0.416 -5.179 0.949
H 3.675 -4.772 0.610
H 2.512 -3.346 0.313
H 3.491 -3.922 -0.857
H 1.114 -8.741 -1.113
H 2.246 -7.563 -0.734
C -3.588 -4.117 4.985
C -3.076 -3.053 4.060
C -3.848 -3.099 2.745
O -3.390 -2.106 1.802
C -3.980 -2.155 0.490
N -2.912 -1.781 4.692
H -4.126 -4.902 4.453
H -4.169 -3.575 5.731
H -2.639 -4.509 5.351
H -2.068 -3.344 3.765
H -4.916 -2.891 2.802
H -3.862 -4.064 2.240
H -4.052 -3.182 0.135
H -3.383 -1.661 -0.277
H -4.930 -1.628 0.402
H -2.602 -1.153 3.964
H -3.807 -1.443 5.015
O -2.700 0.386 -5.339
H -2.520 0.519 -6.270
H -1.964 0.802 -4.890
O 0.892 -2.638 -4.666
H 0.437 -3.464 -4.833
H 1.529 -2.850 -3.983
O -0.085 1.351 -5.562
H -0.421 0.546 -5.956
H 0.867 1.255 -5.594
O 2.700 -1.634 -2.601
H 3.536 -1.169 -2.620
H 2.040 -0.941 -2.636
O 3.141 1.558 -2.166
H 2.230 1.290 -2.041
H 3.313 2.167 -1.447
O -0.125 3.019 2.912
H -0.204 3.282 1.995
H -0.825 2.378 3.039
O -0.323 3.066 -2.553
H -1.271 2.931 -2.518
H -0.190 3.635 -3.311
O -3.198 3.538 -0.253
H -2.908 2.924 -0.928
H -4.052 3.205 0.023
O -0.612 -2.859 1.650
H -1.383 -2.755 2.208
H -0.323 -1.965 1.470
O 0.498 -4.938 -2.850
H 1.063 -4.894 -2.079
H 0.860 -5.652 -3.374
O -5.061 1.735 0.757
H -5.462 1.170 1.417
H -5.512 1.510 -0.057
O -2.018 -4.909 -0.880
H -1.581 -4.619 -1.681
H -1.447 -4.609 -0.173
O -2.995 1.766 -2.835
H -3.028 1.568 -3.771
H -3.730 1.280 -2.461

Atoms 1-6, force components in eV/Å:
-0.89 -0.01 -0.91
-1.26 -4.14 -0.09
0.83 1.16 1.72
0.15 0.19 -0.79
0.87 -0.75 0.54
-0.38 1.44 -0.56

- <S²> = 0.7505
- energy above the lowest of the compared OMol25 structures with the same formula, charge and spin (eV) = 0.0000
- total charge = -1
- multiplicity = 2
- lowest unoccupied orbital energy (spin up / spin down) (eV) = 2.16 / 2.12

No. 5
Computed, not measured: an isolated ion of composition C3H6NO2 and charge +1, with ωB97M-V with the def2-TZVPD basis set.

Cartesian coordinates (Å):
C 1.902 0.374 0.036
C 0.149 1.360 -0.870
C -1.533 -0.735 0.344
N 0.533 0.294 -0.315
O 2.444 -0.630 0.629
O -0.095 -0.844 0.016
H -0.891 1.599 -1.014
H 0.895 2.144 -0.934
H -2.080 -0.584 -0.617
H -1.507 0.197 0.919
H -1.895 -1.676 0.817
H 2.078 -1.498 0.990

Atoms 1-6, force components in eV/Å:
3.28 -0.77 0.78
-1.52 1.75 0.34
0.17 0.90 -1.33
-0.02 -1.95 0.73
-0.50 0.11 0.12
-0.68 -0.96 -0.05

- energy above the lowest of the compared OMol25 structures with the same formula, charge and spin (eV) = 5.5039
- total charge = +1
- multiplicity = 1
- lowest unoccupied orbital energy (eV) = -6.12

No. 6
Computed, not measured: an isolated molecule of C4H7NO2, with ωB97M-V with the def2-TZVPD basis set.

Cartesian coordinates (Å):
O 0.089 -1.886 -0.849
C 0.266 -0.717 -0.591
N 1.482 -0.114 -0.855
C 1.841 1.198 -0.570
O 2.920 1.618 -0.903
C -0.880 0.082 -0.016
C -1.564 -0.584 1.180
H 2.283 -0.595 -1.247
H 1.090 1.849 -0.112
H -1.586 0.217 -0.838
H -0.655 1.115 0.254
H -1.124 -1.510 1.514
H -1.543 0.085 2.054
H -2.620 -0.759 0.979

Atoms 1-6, force components in eV/Å:
0.30 0.08 0.00
-0.31 -0.80 -0.08
0.20 1.29 0.57
0.15 0.08 -0.69
0.09 0.04 0.25
-0.12 0.79 0.06

- energy above the lowest of the compared OMol25 structures with the same formula, charge and spin (eV) = 0.4331
- total charge = 0
- multiplicity = 1
- lowest unoccupied orbital energy (eV) = 0.77

No. 7
Computed, not measured: a 5-piece molecular cluster, C2H13NO5 overall, with ωB97M-V with the def2-TZVPD basis set.

Cartesian coordinates (Å):
C 0.823 1.692 -0.648
C -0.514 1.907 -0.032
N -1.076 3.121 -0.325
O -1.002 1.155 0.796
H 1.386 2.560 -0.974
H 0.775 0.976 -1.460
H 1.518 1.145 -0.016
H -2.005 3.290 0.019
H -0.495 3.927 -0.462
H -2.718 -1.634 1.289
H -1.632 -0.610 0.794
O -2.301 -1.264 0.510
H -0.994 -3.805 -0.724
H -1.055 -2.415 -0.082
O -0.442 -3.050 -0.507
H 0.693 -1.757 -1.026
H 2.233 -1.598 -0.979
O 1.417 -1.111 -1.105
H 2.041 -0.212 1.358
H 1.293 -1.382 1.586
O 2.055 -0.936 1.989

Atoms 1-6, force components in eV/Å:
1.08 -0.74 -0.26
0.87 1.28 1.20
-0.44 -0.34 -0.17
-0.41 -0.49 -0.62
-0.47 0.45 -0.17
-0.36 0.15 -0.45

- energy above the lowest of the compared OMol25 structures with the same formula, charge and spin (eV) = 0.5396
- total charge = 0
- multiplicity = 1
- lowest unoccupied orbital energy (eV) = 0.65

No. 8
Computed, not measured: C6H5GaN2O6 as an isolated structure, with ωB97M-V with the def2-TZVPD basis set.

Cartesian coordinates (Å):
O -3.340 -4.639 -1.258
C -2.562 -3.913 -1.675
Ga 0.220 0.150 -0.792
O 2.471 -1.403 0.606
C 1.515 -1.008 0.018
C 1.306 1.795 -1.470
O 1.991 2.706 -1.658
C -1.121 2.407 -2.999
O -1.606 3.066 -3.790
C 0.645 -0.514 -3.321
O 0.970 -0.583 -4.412
H 0.482 -1.567 -0.421
N -0.276 -0.707 2.356
C -0.154 0.623 2.191
N -0.160 1.409 3.293
O -0.138 1.198 1.050
H -0.225 -1.053 3.308
H -0.022 -1.349 1.606
H 0.045 2.392 3.163
H -0.043 0.989 4.205

Atoms 1-6, force components in eV/Å:
1.80 1.66 -1.02
-1.76 -1.62 1.03
-1.48 2.58 0.44
-3.57 0.11 -1.80
5.73 0.15 1.83
3.29 4.59 -0.57

- energy above the lowest of the compared OMol25 structures with the same formula, charge and spin (eV) = 3.3802
- total charge = +2
- multiplicity = 1
- lowest unoccupied orbital energy (spin up / spin down) (eV) = -10.92 / -11.66

Here are the calculated strongest force on any atom numbers, same order: 1.927, 10.200, 1.215, 4.327, 3.453, 1.427, 1.957, 6.021 (eV Å⁻¹).